No. 1
The following is a DFT calculation (the ωB97M-V functional and the def2-TZVPD basis) of a structure of composition C6H9N2 at a distorted geometry.

XYZ file:
```
17
Properties=species:S:1:pos:R:3:lowdin_charge:R:1
C 0.393 -1.140 1.193 0.16
C -1.186 0.346 1.020 -0.35
C -2.276 0.793 1.518 0.14
C -0.715 0.478 -0.419 -0.05
C 1.760 0.399 -0.838 -0.04
C 1.261 -0.827 -1.577 -0.05
N -0.476 -0.560 1.738 0.15
N 0.531 -0.245 -0.507 -0.14
H 1.010 -1.994 1.357 0.14
H -2.417 0.671 2.608 0.12
H -2.949 1.384 0.936 0.09
H -1.474 0.129 -1.019 0.12
H -0.588 1.570 -0.641 0.17
H 2.523 0.232 -0.097 0.13
H 1.711 1.346 -1.182 0.09
H 1.119 -0.781 -2.747 0.18
H 1.770 -1.803 -1.347 0.13
```

Computed properties:
ΔE to the lowest compared entry with this formula, charge and spin = 115.50 kcal per mole
electronic energy = -9337.2446 eV
charge = +1
2S+1 = 1
E_HOMO = -0.527 Ha


No. 2
The following is a DFT calculation (the ωB97M-V functional and the def2-TZVPD basis) of a structure of composition C28H45CaN3O10PSbSe4 at a distorted geometry.

XYZ file:
```
93
Properties=species:S:1:pos:R:3:lowdin_charge:R:1
Ca -0.080 1.444 1.419 1.10
C 1.178 1.302 4.623 -0.10
O 0.062 1.069 3.759 -0.32
C -0.765 -0.019 4.142 -0.19
C -2.091 0.137 3.418 -0.18
O -2.000 -0.324 2.073 -0.24
C -2.566 -1.591 1.863 -0.09
H 0.815 1.377 5.654 0.09
H 1.648 2.231 4.314 0.06
H 1.912 0.502 4.533 0.08
H -0.926 -0.003 5.225 0.12
H -0.294 -0.975 3.876 0.13
H -2.333 1.200 3.368 0.12
H -2.894 -0.376 3.954 0.13
H -3.628 -1.589 2.134 0.10
H -2.053 -2.370 2.439 0.08
H -2.476 -1.819 0.801 0.08
Se 3.400 5.415 3.063 -0.26
Sb 2.862 4.062 1.134 0.13
Se 3.118 1.626 1.698 0.03
Se -0.139 3.036 -0.882 0.59
Se 3.966 4.482 -0.979 -0.24
O 0.619 -0.637 0.710 -0.47
P 1.215 -1.469 -0.404 0.84
C 2.796 -0.703 -0.890 -0.37
C 3.900 -1.533 -1.562 -0.18
C 3.767 -1.601 -3.084 -0.20
C 3.732 -0.189 -3.678 -0.20
C 2.597 0.640 -3.069 -0.18
C 2.683 0.683 -1.542 -0.26
C -0.115 -1.677 -1.646 -0.33
C 0.161 -2.268 -3.034 -0.20
C -1.172 -2.684 -3.683 -0.19
C -2.322 -1.735 -3.297 -0.20
C -1.787 -0.329 -3.030 -0.18
C -0.857 -0.325 -1.803 -0.20
C 1.725 -3.094 0.308 -0.33
C 1.891 -4.297 -0.643 -0.18
C 0.610 -5.111 -0.851 -0.20
C -0.010 -5.526 0.480 -0.21
C -0.335 -4.280 1.299 -0.21
C 0.925 -3.461 1.575 -0.18
H 3.103 -0.492 0.147 0.03
H 3.994 -2.531 -1.128 0.09
H 4.836 -1.013 -1.331 0.13
H 2.848 -2.127 -3.351 0.08
H 4.596 -2.177 -3.506 0.10
H 3.641 -0.235 -4.768 0.10
H 4.684 0.308 -3.453 0.12
H 1.635 0.223 -3.390 0.08
H 2.633 1.667 -3.441 0.12
H 1.850 1.243 -1.121 -0.01
H 3.564 1.259 -1.244 0.07
H -0.778 -2.370 -1.113 0.10
H 0.835 -3.122 -3.005 0.08
H 0.645 -1.511 -3.650 0.09
H -1.421 -3.708 -3.386 0.10
H -1.051 -2.695 -4.770 0.10
H -2.822 -2.098 -2.392 0.11
H -3.078 -1.723 -4.084 0.10
H -2.601 0.375 -2.862 0.11
H -1.247 0.022 -3.916 0.11
H -1.433 -0.114 -0.902 0.10
H -0.143 0.493 -1.890 0.03
H 2.721 -2.810 0.660 0.11
H 2.642 -4.965 -0.204 0.12
H 2.293 -3.981 -1.607 0.09
H 0.835 -5.985 -1.467 0.11
H -0.129 -4.520 -1.398 0.09
H 0.699 -6.153 1.036 0.11
H -0.909 -6.124 0.312 0.10
H -0.810 -4.551 2.246 0.11
H -1.059 -3.674 0.744 0.09
H 1.579 -4.051 2.227 0.12
H 0.677 -2.545 2.112 0.09
O -4.589 8.062 0.869 0.02
N -3.407 7.732 0.835 -0.37
O -2.495 8.541 0.798 0.05
C -3.068 6.325 0.948 -0.15
C -4.076 5.411 1.093 0.05
C -3.775 4.064 1.247 -0.05
C -2.422 3.570 1.249 -0.32
O -2.104 2.361 1.389 -0.20
C -1.426 4.614 1.010 -0.17
C -1.715 5.925 0.907 0.08
N -0.034 4.143 0.859 -0.66
O 0.921 5.120 0.665 -0.41
O 0.328 3.393 1.937 -0.50
N -4.912 3.170 1.417 -0.35
O -4.734 2.048 1.854 0.06
O -6.036 3.615 1.182 0.01
H -5.104 5.730 1.102 0.12
H -0.918 6.638 0.751 0.13
```

Computed properties:
ΔE to the lowest compared entry with this formula, charge and spin = 45.95 kcal per mole
electronic energy = -350361.7287 eV
charge = -2
2S+1 = 1
E_HOMO = -0.056 Ha


No. 3
The following is a DFT calculation (the ωB97M-V functional and the def2-TZVPD basis) of a cluster of 9 separate species, C24H51N3O6S6 in total at a distorted geometry.

XYZ file:
```
90
Properties=species:S:1:pos:R:3:lowdin_charge:R:1
C -3.978 -4.130 -3.741 -0.23
S -3.769 -2.614 -2.740 0.80
O -3.171 -1.581 -3.629 -0.54
C -5.546 -2.301 -2.542 -0.29
H -4.881 -4.688 -3.500 0.05
H -3.133 -4.788 -3.536 0.03
H -3.939 -3.853 -4.794 0.07
H -6.086 -2.515 -3.468 0.05
H -5.653 -1.259 -2.253 0.05
H -6.013 -3.005 -1.855 0.03
C 4.150 2.277 2.906 -0.25
S 3.917 3.805 1.945 0.88
O 2.425 4.040 1.826 -0.58
C 4.509 4.909 3.228 -0.26
H 5.182 1.934 2.846 0.05
H 3.464 1.543 2.489 0.03
H 3.917 2.467 3.951 0.04
H 4.234 5.933 2.981 0.06
H 5.592 4.856 3.344 0.06
H 4.083 4.632 4.194 0.05
C -1.557 -0.551 -0.706 -0.25
S -0.055 -1.025 0.180 0.84
O 0.966 -0.868 -0.936 -0.59
C 0.136 0.465 1.175 -0.25
H -1.644 -1.308 -1.483 0.00
H -1.562 0.436 -1.168 0.07
H -2.456 -0.622 -0.091 0.02
H -0.517 0.363 2.049 0.06
H -0.070 1.365 0.601 0.03
H 1.113 0.585 1.647 0.03
C 3.046 -2.860 1.629 -0.26
S 3.159 -1.877 3.153 0.79
O 2.602 -2.566 4.361 -0.54
C 4.943 -1.801 3.227 -0.28
H 2.975 -2.206 0.757 0.04
H 2.114 -3.426 1.561 0.05
H 3.868 -3.573 1.609 0.05
H 5.411 -0.909 2.812 0.04
H 5.483 -2.695 2.899 0.05
H 5.270 -1.776 4.274 0.06
C -5.049 -0.621 1.584 -0.23
S -4.978 -2.306 0.854 0.82
O -3.512 -2.618 1.121 -0.58
C -5.933 -3.110 2.175 -0.26
H -6.118 -0.448 1.723 0.04
H -4.672 0.086 0.851 0.04
H -4.475 -0.664 2.503 0.06
H -5.295 -3.128 3.058 0.06
H -6.160 -4.145 1.919 0.05
H -6.886 -2.605 2.326 0.05
C 2.177 -4.086 -1.984 -0.25
S 1.341 -3.609 -3.554 0.85
O 1.353 -4.841 -4.418 -0.57
C -0.332 -3.547 -2.856 -0.27
H 3.164 -3.637 -1.945 0.04
H 2.188 -5.175 -1.926 0.05
H 1.582 -3.812 -1.111 0.02
H -0.760 -4.551 -2.752 0.06
H -1.023 -3.079 -3.559 0.02
H -0.444 -3.124 -1.859 0.02
N -0.011 4.884 -1.271 0.01
C -0.315 4.702 -2.602 -0.14
C -0.205 3.368 -2.899 -0.11
C 0.252 2.724 -1.740 -0.12
C 0.403 3.676 -0.756 -0.13
H -0.090 5.718 -0.724 0.14
H -0.558 5.549 -3.223 0.10
H -0.233 2.954 -3.895 0.09
H 0.586 1.698 -1.684 0.07
H 0.660 3.597 0.288 0.08
N 1.187 3.785 4.283 0.02
C 1.216 2.508 4.764 -0.17
C 0.934 2.543 6.107 -0.11
C 0.886 3.906 6.516 -0.10
C 1.008 4.623 5.354 -0.16
H 1.503 4.117 3.356 0.09
H 1.235 1.590 4.197 0.10
H 0.834 1.629 6.674 0.09
H 0.686 4.366 7.468 0.09
H 1.046 5.688 5.177 0.10
N 1.345 0.886 -4.753 0.01
C 0.397 0.069 -4.180 -0.14
C -0.516 -0.257 -5.155 -0.10
C -0.141 0.409 -6.335 -0.11
C 1.022 1.091 -6.062 -0.15
H 2.067 1.345 -4.232 0.14
H 0.472 -0.200 -3.137 0.08
H -1.345 -0.923 -4.976 0.06
H -0.634 0.375 -7.293 0.09
H 1.618 1.791 -6.626 0.10
```

Computed properties:
ΔE to the lowest compared entry with this formula, charge and spin = 0.00 kcal per mole
electronic energy = -107475.2505 eV
2S+1 = 1
E_HOMO = -0.273 Ha


No. 4
The following is a DFT calculation (the ωB97M-V functional and the def2-TZVPD basis) of the ion C7H13N with charge +1 at a distorted geometry.

XYZ file:
```
21
Properties=species:S:1:pos:R:3:mulliken_spin:R:1
C 2.098 0.729 -0.144 0.00
C 1.189 -0.020 -1.105 0.04
C 0.154 -0.930 -0.422 0.09
C -0.849 -0.060 0.370 0.15
C -1.854 0.564 -0.305 0.37
C -1.165 -1.159 2.475 0.08
C -0.766 -0.078 1.824 0.04
N 0.622 0.754 -2.182 0.14
H 1.594 1.299 0.658 0.00
H 2.638 1.538 -0.628 0.00
H 2.695 0.041 0.448 0.00
H 1.823 -0.788 -1.581 0.03
H -0.388 -1.554 -1.120 0.00
H 0.602 -1.500 0.391 0.00
H -1.689 0.741 -1.367 0.03
H -2.717 1.102 0.069 0.00
H -1.376 -2.048 1.883 0.00
H -1.385 -1.273 3.527 0.01
H -0.414 0.852 2.268 0.00
H 0.791 0.270 -3.056 0.00
H 0.882 1.735 -2.254 0.00
```

Computed properties:
expectation value of S² = 0.76
ΔE to the lowest compared entry with this formula, charge and spin = 51.24 kcal per mole
electronic energy = -8949.4613 eV
charge = +1
2S+1 = 2
E_HOMO (spin up / spin down) = -0.516 / -0.494 Ha


> Number 2 is which compound?

C28H45CaN3O10PSbSe4


> Among the records above, which one has the highest 2S+1?

C7H13N


> Which value of electronic energy does entry 3 give?

-107475.2505 eV